A structure of composition C49H57AsKNO3S6 in a non-equilibrium geometry, computed with wB97M-V/def2-TZVPD.

Values from the calculation:
**Highest occupied orbital energy**: -0.49 eV
**Orbital gap**: 3.871 eV
**M**: 1014.42 g mol⁻¹
**Charge**: -2

Cartesian coordinates (Å):
K1 0.15267 0.63828 0.60752
C1 0.07388 -2.75628 0.05843
C2 0.46091 -2.78510 1.42938
C3 -0.75780 -2.73117 2.18785
C4 -1.82896 -2.68673 1.24391
C5 -1.32144 -2.69874 -0.06475
C6 -2.10780 -2.69017 -1.36568
C7 -1.35280 -1.89439 -2.43985
C8 -3.47149 -2.02677 -1.16769
C9 -2.33279 -4.12029 -1.87972
C10 -1.05402 -2.72251 3.69501
C11 -2.57116 -2.80013 3.92006
C12 -0.48375 -3.96178 4.41802
C13 -0.60116 -1.41349 4.38187
C14 1.95507 -2.99190 1.76509
C15 2.51541 -2.28210 3.00213
C16 2.81381 -2.47314 0.59562
C17 2.24385 -4.50207 1.89537
H1 0.75964 -2.77043 -0.78548
H2 -2.88356 -2.64326 1.49736
H3 -1.20600 -0.86489 -2.09748
H4 -1.91714 -1.88417 -3.38632
H5 -0.36465 -2.32920 -2.63260
H6 -3.32791 -1.00403 -0.80905
H7 -4.07399 -2.57571 -0.43436
H8 -4.02986 -1.99664 -2.11594
H9 -1.37274 -4.58544 -2.12802
H10 -2.97376 -4.13629 -2.77667
H11 -2.80312 -4.72417 -1.09928
H12 -2.99508 -3.71624 3.49062
H13 -3.08379 -1.94145 3.47348
H14 -2.77637 -2.78992 4.99824
H15 -0.76751 -4.86816 3.87196
H16 -0.88550 -4.02887 5.43920
H17 0.59982 -3.94981 4.49507
H18 -1.20670 -0.57382 4.02417
H19 0.43208 -1.15772 4.17721
H20 -0.72925 -1.47286 5.47309
H21 2.41233 -1.19756 2.92541
H22 3.58928 -2.49844 3.08001
H23 2.05877 -2.60536 3.92973
H24 2.55582 -1.43778 0.35335
H25 2.67878 -3.07481 -0.30970
H26 3.87594 -2.51188 0.87033
H27 1.71597 -4.93091 2.75234
H28 3.32180 -4.68865 2.02409
H29 1.90028 -5.02289 0.99557
O1 0.57869 2.01432 7.91782
C18 0.58693 2.01082 6.69340
S1 -0.71685 2.62605 5.68953
C19 0.02812 2.38831 4.10179
C20 1.26985 1.85933 4.10811
S2 2.28313 1.51228 2.72924
S3 1.94451 1.49634 5.70498
S4 -0.92343 2.86578 2.71353
S5 -1.91500 3.21455 -3.27083
C21 -0.62540 3.25285 -2.09353
N1 -0.85977 3.86915 -1.00411
C22 -2.16190 4.37065 -1.00587
C23 -2.74921 5.03405 0.07098
C24 -4.05208 5.47275 -0.06229
C25 -4.77388 5.25171 -1.24874
C26 -4.21001 4.57278 -2.30953
C27 -2.89292 4.12492 -2.17149
H30 0.31421 2.76954 -2.32101
H31 -2.18239 5.13855 0.99455
H32 -4.53130 5.97717 0.76905
H33 -5.79585 5.60306 -1.32710
H34 -4.77812 4.37764 -3.21147
O2 1.17796 0.15817 -1.29550
As1 2.42393 0.80484 -2.15720
C28 3.88271 -0.44606 -2.31619
C29 3.56844 -1.68842 -2.86761
C30 4.54607 -2.66560 -2.97275
C31 5.83423 -2.40437 -2.52171
C32 6.14343 -1.17071 -1.96841
C33 5.16539 -0.18574 -1.86530
C34 3.16765 2.42596 -1.47690
C35 3.62271 2.38896 -0.16228
C36 4.18747 3.52792 0.39665
C37 4.31325 4.67922 -0.36768
C38 3.86086 4.71314 -1.68536
C39 3.28218 3.58545 -2.24543
C40 1.85289 1.07926 -3.97556
C41 0.54957 0.69326 -4.25921
C42 0.07051 0.80417 -5.56293
C43 0.89569 1.28981 -6.56455
C44 2.20318 1.66310 -6.27679
C45 2.68512 1.55413 -4.97837
H35 2.55363 -1.89960 -3.17938
H36 4.29900 -3.63593 -3.38532
H37 6.59513 -3.17276 -2.58669
H38 7.14157 -0.97554 -1.59862
H39 5.40538 0.77211 -1.42183
H40 3.51035 1.50059 0.44471
H41 4.47616 3.50392 1.43988
H42 4.74543 5.57073 0.07309
H43 3.93789 5.62473 -2.26732
H44 2.89436 3.62008 -3.25587
H45 -0.07495 0.30890 -3.45975
H46 -0.94875 0.50947 -5.78620
H47 0.52331 1.37423 -7.57936
H48 2.84802 2.03620 -7.06378
H49 3.70861 1.83047 -4.75490
O3 -1.97416 0.95377 -0.26425
S6 -2.87979 1.64433 0.73639
C46 -4.57081 1.52695 0.04283
C47 -5.45635 1.15759 1.22822
C48 -4.71971 -0.00374 1.90486
C49 -3.26557 0.44727 2.05345
H50 -4.53134 0.72980 -0.70586
H51 -4.81441 2.47938 -0.43538
H52 -6.47721 0.90442 0.93070
H53 -5.51332 2.00744 1.91969
H54 -4.76973 -0.88738 1.26274
H55 -5.15250 -0.26957 2.87011
H56 -2.53839 -0.36470 1.93027
H57 -3.05848 0.97760 2.98484

---

The ion C9H12N3O with charge +1 in a non-equilibrium geometry, computed with wB97M-V/def2-TZVPD.

Values from the calculation:
**Highest occupied orbital energy**: -11.41 eV
**Orbital gap**: 7.952 eV
**M**: 178.22 g mol⁻¹
**SMILES**: Oc1ccc(N2[C@H]3[NH2+]CCN32)cc1
**Energy relative to the best compared isomer or geometry (same formula, charge and spin)**: 442.3 kJ/mol
**Charge**: +1

Cartesian coordinates (Å):
O1 -4.92809 -0.27706 -0.06255
C1 -3.57242 -0.07002 -0.01914
C2 -2.79863 -1.14569 0.29932
C3 -1.41048 -1.13098 0.16956
C4 -0.84163 0.14171 0.07792
N1 0.55926 0.35096 0.14426
C5 1.47803 -0.21401 -0.81152
N2 2.73734 0.52784 -0.93157
C6 3.65112 -0.16704 0.11597
C7 2.56082 -0.49799 1.24260
N3 1.33543 -0.86692 0.49043
C8 -1.65621 1.31526 0.03161
C9 -2.99744 1.16405 -0.16095
H1 -5.37729 0.62115 -0.19851
H2 -3.40845 -2.05747 0.44692
H3 -0.74894 -2.03492 0.25325
H4 1.02929 -0.61397 -1.62358
H5 2.62867 1.54764 -0.86512
H6 3.10637 0.60873 -1.89421
H7 4.55735 0.51162 0.36044
H8 3.84154 -1.16646 -0.28786
H9 2.85253 -1.32784 1.92263
H10 2.14106 0.26918 1.76043
H11 -1.14817 2.39669 -0.03778
H12 -3.59103 2.11554 -0.42253

---

Which of these has the lowest orbital gap? C49H57AsKNO3S6

---

Which value of highest occupied orbital energy does entry 2 give? -11.41 eV

---

Number 2 is which compound? C9H12N3O